1.
Molecular formula: C31H36F3N2O3SbSe4SiTc
Method: DFT, ωB97M-V/def2-TZVPD

energy relative to the best compared isomer or geometry (same formula, charge and spin)	34.2	kcal per mole
net charge	-1
Kohn-Sham gap (alpha / beta)	6.0 / 6.0	eV

Structure (XYZ):
```
82
Properties=species:S:1:pos:R:3:mulliken_charge:R:1
Se 1.274 1.366 2.076 -0.58
C 1.394 0.076 -0.265 0.18
Se 0.456 1.406 6.175 -0.66
H 3.739 -4.507 3.101 0.38
C 4.664 0.323 -4.561 0.34
C -0.281 -2.027 -0.904 -1.38
H -4.909 -0.724 1.663 0.28
C 1.900 -4.203 2.039 0.86
C 2.544 -2.877 -1.428 -2.06
C 5.184 0.561 -3.292 -0.88
H -4.236 -1.964 0.614 0.24
C 5.573 0.409 -5.752 0.91
F 5.110 -0.282 -6.810 -0.28
O -0.895 -1.010 -0.283 0.75
C 3.003 0.232 -2.358 -0.06
H 1.434 -0.262 -3.718 0.59
H -4.906 1.533 1.948 0.40
H 3.562 -3.986 0.745 0.41
H 3.380 -2.208 -1.223 0.39
F 6.803 -0.075 -5.489 -0.27
N -1.670 2.430 2.250 0.88
C -2.984 3.510 3.889 -0.95
C -4.027 2.046 2.291 -1.23
Si -3.707 0.284 -0.299 -0.06
H 0.237 3.194 -2.684 0.43
H -2.048 -4.378 1.725 0.63
H -0.561 4.365 -0.240 0.39
Sb 1.020 0.106 4.254 0.62
C 3.318 0.040 -4.732 -0.88
N -2.473 0.928 0.737 1.15
H -3.022 4.160 4.756 0.44
C 1.792 -3.194 -0.161 1.60
C -2.748 1.814 1.745 0.68
C 2.505 -3.819 0.865 -0.85
H 1.061 3.863 -0.742 0.48
C 4.351 0.521 -2.187 -0.28
C -4.792 1.725 -0.867 -1.24
H 2.958 -3.795 -1.856 0.57
C -0.526 3.913 3.832 -1.12
H 2.289 -4.581 4.123 0.32
H -2.181 -3.433 0.246 0.26
H 0.021 -4.423 3.043 0.35
H 2.714 -5.915 3.067 0.40
H -5.478 2.124 -0.127 0.35
C 0.437 -2.936 0.033 0.74
Se 2.439 -1.758 4.657 -0.55
H -0.941 2.015 -3.328 0.25
H -1.533 3.447 -2.389 0.35
C -4.759 -1.009 0.619 -1.06
C 2.481 -0.006 -3.626 -0.27
H 6.238 0.767 -3.189 0.40
H -2.116 -2.603 1.815 0.00
C -0.224 -3.445 1.157 0.88
H -4.143 2.546 -1.181 0.27
H -2.851 0.415 -2.595 0.14
F 5.751 1.674 -6.176 -0.26
O -0.688 1.902 -1.325 0.91
C 2.703 -4.828 3.144 -1.75
C 2.139 0.177 -1.219 0.37
H 0.365 3.628 3.259 0.03
H -5.724 -1.150 0.134 0.44
H -5.070 3.067 3.862 0.42
C -1.730 -3.455 1.244 -0.93
H -0.643 4.996 3.797 0.37
C -0.235 2.288 -0.187 0.68
C 0.258 3.678 -0.019 -1.57
H -4.075 -0.808 -2.414 0.53
C -1.761 3.246 3.284 0.57
H 2.922 -0.164 -5.711 0.42
Tc -0.376 0.533 0.715 -1.42
H 4.721 0.684 -1.188 0.56
H -0.346 3.605 4.871 0.13
H -5.375 1.403 -1.731 0.40
C -0.726 2.711 -2.515 -1.21
H 1.914 -2.415 -2.192 0.15
Se -0.942 -0.437 2.686 -0.42
C -3.172 -0.406 -1.961 -1.04
C 0.522 -4.052 2.155 -0.97
H 0.611 3.825 0.998 0.22
O -0.412 -2.137 -2.092 -0.65
H -2.384 -1.147 -1.988 0.15
C -4.115 2.884 3.388 -0.80
```

=====

2.
Molecular formula: C31H36N14O2PbS
Method: DFT, ωB97M-V/def2-TZVPD

energy relative to the best compared isomer or geometry (same formula, charge and spin)	71.8	kcal per mole
net charge	0
Kohn-Sham gap	5.0	eV

Structure (XYZ):
```
85
Properties=species:S:1:pos:R:3:mulliken_charge:R:1
N -1.858 0.660 -3.706 -0.15
Pb 0.066 -0.017 0.599 2.06
H -1.383 -0.258 3.355 0.24
H -3.432 -3.210 1.319 0.57
H -3.020 2.520 -1.923 0.51
H -0.894 2.800 3.721 0.38
H -2.773 -0.965 -2.247 0.68
H -2.510 1.557 2.995 0.08
N 1.040 -1.479 -1.715 -0.09
H 3.907 -2.337 4.317 0.52
C -1.247 3.758 3.346 -2.29
H -0.364 -5.513 -1.454 0.45
H 1.637 -1.866 -5.877 0.53
O 1.720 3.201 3.530 -0.73
C -0.263 4.502 -0.767 -0.58
H -0.136 -4.884 -3.532 0.34
C 2.096 0.879 3.353 0.25
C 0.085 3.214 1.249 -0.52
C -2.400 0.779 -1.094 0.33
H -0.210 -4.226 -0.253 0.15
C -2.984 0.684 2.552 -0.71
H -4.084 1.993 1.269 0.42
H 2.484 2.820 0.013 0.27
C 1.142 -0.947 -2.885 -0.24
C -0.876 0.496 -2.875 0.00
C 2.725 -2.423 1.916 -0.18
C 3.197 -2.111 -3.266 0.79
H 1.135 -5.327 -0.515 0.37
H 4.320 -2.054 -5.088 0.36
C -0.919 3.952 1.892 1.83
H 1.476 1.875 -1.072 0.30
C 3.394 -1.413 4.091 -0.75
C -2.906 -0.672 -1.208 -2.17
N 3.049 -2.818 -2.231 -0.82
N 2.127 -2.068 0.598 0.71
H 1.997 3.474 -1.559 0.47
O 3.250 -3.470 2.142 -0.54
N 0.388 0.060 -3.353 0.22
C -1.617 4.913 1.162 -0.68
C 0.864 -3.868 -2.068 0.40
N 2.040 -0.182 2.557 0.31
C -2.489 -1.744 2.541 -1.11
N -1.974 -0.379 2.542 -0.03
H 2.812 1.754 5.155 0.54
C 1.520 -2.210 -4.857 -1.14
C -1.319 5.172 -0.165 -1.07
C 1.765 -2.724 -1.581 2.13
C 2.695 -1.291 2.901 0.54
H -4.099 -1.616 1.076 0.39
H -3.979 -0.686 -1.030 0.71
H -4.149 0.338 0.743 0.36
C -3.169 -2.155 1.240 -0.65
N -2.357 1.288 0.267 0.60
H -2.409 5.467 1.654 0.44
H -2.322 3.841 3.520 0.55
H -2.088 2.270 0.251 -0.45
C 2.788 0.852 4.561 -0.71
H -3.843 0.418 3.183 0.39
N -3.228 1.526 -1.996 -0.05
C 4.490 -2.048 -4.012 -1.41
H -0.747 4.524 3.942 0.44
N 0.669 2.062 1.819 0.31
C -3.484 1.085 1.163 -0.90
H 4.987 -1.109 -3.761 0.26
H -3.205 -1.907 3.360 0.41
H -0.747 1.874 -1.397 -0.11
N -0.967 0.880 -1.497 0.39
H 0.710 0.465 -4.217 0.34
H 3.962 -0.369 5.879 0.44
C 0.855 -3.339 -4.596 -0.36
C 0.327 -4.794 -1.017 -1.63
N 2.117 -1.376 -3.833 -0.01
N -3.039 1.116 -3.429 -1.54
C 0.526 -4.044 -3.355 -0.82
C 1.664 2.889 -0.702 -1.58
H -1.641 -2.412 2.716 0.39
H -1.881 5.914 -0.718 0.42
H 0.021 4.741 -1.786 0.42
C 0.458 3.539 -0.069 1.04
C 3.425 -0.316 4.941 -0.42
H 0.458 -3.824 -5.482 0.38
H 5.131 -2.877 -3.726 0.40
S -2.127 -1.993 -0.241 0.11
C 1.448 2.181 2.895 -0.43
N 2.174 -3.014 -0.171 -1.08
```

=====

3.
Molecular formula: C31H36N2O6
Method: DFT, ωB97M-V/def2-TZVPD

energy relative to the best compared isomer or geometry (same formula, charge and spin)	0.0	kcal per mole
net charge	0
Kohn-Sham gap	8.9	eV

Structure (XYZ):
```
75
Properties=species:S:1:pos:R:3:nbo_charge:R:1
C 0.797 -5.171 -0.989 -0.07
H 0.069 -3.081 0.590 0.19
H 0.708 7.284 -4.407 0.22
H -2.775 3.323 2.249 0.22
C 1.075 2.906 -0.834 0.24
H -1.785 6.710 -0.974 0.24
H -4.158 1.386 4.176 0.17
H -1.316 -4.959 -0.713 0.21
N 1.836 -1.984 2.314 -0.42
H 0.640 -1.036 -3.769 0.22
H -1.714 -4.014 -2.947 0.21
H 3.399 -4.667 1.026 0.20
C 1.997 -0.751 1.792 0.64
H -2.021 -0.486 0.010 0.16
C -0.485 -4.812 -1.390 -0.21
O 3.102 -0.289 1.549 -0.63
C 0.731 4.784 -2.137 0.31
O -1.583 4.762 0.641 -0.60
C 1.097 5.537 -3.255 -0.25
C 0.831 1.406 1.586 -0.22
H 0.173 -6.187 0.795 0.20
H -0.211 -1.929 2.743 0.23
C -0.294 2.300 1.179 -0.27
C -3.709 2.351 3.926 -0.05
H 1.730 1.864 1.964 0.24
H 2.577 -3.352 0.142 0.18
H -1.026 -1.329 -1.942 0.17
C -0.711 -4.283 -2.648 -0.21
O -0.552 0.475 -1.059 -0.56
C 0.595 -2.648 2.626 -0.21
C 1.847 -4.997 -1.883 -0.15
C -0.163 -0.657 -1.821 -0.06
C -0.983 6.400 -1.626 -0.16
C -1.144 0.170 0.166 0.40
C -3.290 2.381 2.456 -0.44
C 0.344 -4.102 -3.525 -0.22
C -2.376 1.204 2.113 -0.40
C -0.701 4.421 -0.135 0.51
H 1.690 2.022 -0.737 0.22
N 1.354 -4.594 1.367 -0.44
H 1.900 -6.350 0.427 0.20
O -0.296 -0.606 0.979 -0.54
H 1.194 0.479 -3.037 0.21
H 3.019 -3.466 3.170 0.20
H -2.173 2.028 0.131 0.23
O -2.615 2.493 4.802 -0.72
H 2.847 -5.289 -1.596 0.20
H 1.907 5.185 -3.873 0.23
C 0.424 6.703 -3.542 -0.17
C 1.053 -5.659 0.417 -0.23
C 0.263 -3.647 1.516 -0.23
C 2.925 -2.933 2.221 -0.23
H -1.138 8.055 -2.963 0.22
C 0.083 3.197 0.027 -0.19
H -0.542 2.969 2.012 0.25
H -0.442 0.368 -3.688 0.21
H 0.626 -1.212 -1.295 0.18
C -0.316 5.212 -1.312 -0.14
C -1.557 1.478 0.847 -0.23
C -0.619 7.138 -2.727 -0.23
O 1.426 3.648 -1.889 -0.43
C 0.341 -0.180 -3.171 -0.62
C 2.609 -3.915 1.091 -0.23
H 3.844 -2.384 2.009 0.25
H -1.699 1.019 2.950 0.22
H 0.168 -3.689 -4.508 0.21
H -2.162 3.316 4.585 0.46
C 1.624 -4.465 -3.141 -0.23
H -4.184 2.355 1.831 0.21
H 0.737 -3.188 3.568 0.20
H -0.639 -4.202 1.783 0.20
C 0.784 0.079 1.493 0.19
H -2.981 0.304 1.976 0.20
H 2.451 -4.336 -3.824 0.21
H -4.453 3.139 4.114 0.16
```

=====

4.
Molecular formula: C31H37BBr2F6NO11PS3
Method: DFT, ωB97M-V/def2-TZVPD

net charge	0
Kohn-Sham gap	8.3	eV

Structure (XYZ):
```
93
Properties=species:S:1:pos:R:3:mulliken_charge:R:1
O 3.074 -2.792 0.124 -0.63
P -5.846 2.972 -2.959 -0.07
H -1.562 0.957 -3.098 -1.51
H 2.311 3.315 -4.895 0.43
C -2.237 -0.687 -1.159 0.32
O 0.181 -8.597 0.578 -0.65
C 0.248 -1.057 -0.497 0.14
H 3.474 3.793 8.920 0.36
C -1.067 -0.683 -0.190 0.23
H 0.500 1.652 -3.863 -0.22
H -4.600 2.033 1.691 0.54
O -3.413 -0.369 2.345 -0.52
C 3.835 1.570 6.395 -0.57
C -4.412 1.793 0.656 -1.41
C -1.944 1.982 -4.926 -1.99
C 1.744 4.133 -1.605 -0.90
C -5.064 2.441 -0.373 -0.39
O -0.227 -9.406 -1.763 -0.67
H 4.564 1.741 8.424 0.32
S -0.148 -8.336 -0.801 1.15
F 0.030 -2.765 -2.076 -0.20
H 1.032 4.949 -1.495 0.39
C -1.172 -5.921 -0.793 -0.54
H 2.167 1.475 -3.258 0.44
H -4.303 1.209 -4.165 0.92
O -6.612 4.061 -2.004 -0.46
C 2.529 4.228 -2.919 -0.62
H -5.979 4.741 -1.731 0.33
C 3.479 3.530 7.865 -0.66
H 3.687 4.413 7.264 0.36
C 0.941 -7.044 -1.418 -0.72
C 1.318 2.152 -3.352 -0.08
H -1.465 2.797 -4.387 0.29
H 3.507 3.757 -2.799 0.31
H 1.458 -7.414 -2.299 0.38
H 1.741 1.081 5.930 -0.26
H 2.270 0.619 7.568 0.37
C -3.505 0.806 0.328 1.24
O -1.811 -0.398 -4.646 -0.49
H 1.661 -6.821 -0.634 0.34
H 4.350 0.623 6.242 0.39
C 2.371 1.353 6.768 -0.02
O 1.055 2.730 8.595 -0.69
C -0.366 -0.145 2.073 0.15
F 0.095 -0.727 -2.824 -0.06
C -1.379 -0.264 1.105 0.81
H 3.900 2.143 5.467 0.29
C -3.878 1.093 -2.040 0.65
O -2.447 -1.546 -1.965 -0.47
Br -4.420 4.369 -4.004 -0.21
S 1.848 2.931 7.410 1.19
F 1.875 -1.673 -2.125 -0.33
H -2.541 -0.671 -5.207 0.41
H 0.838 4.049 -4.261 0.28
H -3.926 -0.366 -3.554 0.42
H 5.435 2.764 7.289 0.34
O 1.324 1.644 -0.757 -0.59
H -2.295 -7.654 -0.027 0.43
N 3.703 -0.492 -0.301 -0.61
Br -0.927 0.545 3.765 -0.21
B 2.736 -1.470 0.103 1.03
C -2.820 0.033 1.388 -1.09
F 2.614 -1.656 2.908 -0.30
C 1.233 -0.977 0.478 0.06
O 1.362 3.726 6.310 -0.66
H 4.134 -0.758 -1.182 0.29
O -0.605 2.921 -1.720 -0.67
H -1.957 -5.226 -1.089 0.32
C 0.559 -1.550 -1.883 0.38
C 0.944 -0.490 1.775 -0.24
H 2.583 -3.292 0.781 0.31
C -2.182 0.799 -3.975 2.97
S 0.802 2.607 -1.701 1.17
H -2.841 2.326 -5.422 0.50
H 2.393 4.091 -0.734 0.35
H 0.583 -4.909 -1.603 -0.16
C -3.219 0.444 -0.987 0.04
H -0.295 -5.888 -2.765 0.33
C -3.648 0.682 -3.475 -2.34
C -4.811 2.095 -1.709 0.19
C 0.042 -5.840 -1.727 -0.08
F 1.821 0.032 3.966 -0.25
C -1.652 -7.367 -0.856 -0.81
C 2.093 -0.423 2.745 0.58
H 2.699 5.267 -3.196 0.36
H -2.144 -7.581 -1.805 0.37
H -5.798 3.196 -0.150 0.65
H -1.238 1.659 -5.687 0.44
C 4.449 2.381 7.547 -0.73
H -0.871 -5.674 0.228 0.32
F 3.068 0.358 2.278 -0.26
C 1.728 3.476 -3.990 -0.73
H 3.242 0.394 -0.483 0.17
```

=====

5.
Molecular formula: C31H37BO2S2
Method: DFT, ωB97M-V/def2-TZVPD

energy relative to the best compared isomer or geometry (same formula, charge and spin)	0.0	kcal per mole
net charge	0
Kohn-Sham gap	6.5	eV

Structure (XYZ):
```
73
Properties=species:S:1:pos:R:3:mulliken_charge:R:1
H 5.185 2.760 3.009 0.26
H -3.400 3.519 -0.176 0.40
C 2.320 -2.029 -1.234 -0.16
C 3.690 0.424 1.882 -1.35
H -6.909 0.018 2.533 0.36
H -2.073 2.805 -2.720 0.43
C 0.739 -2.540 -3.463 -1.00
C -3.163 2.463 -0.355 -2.01
C -2.532 -0.565 1.305 -0.10
C -1.395 3.123 -1.916 -1.96
C -4.981 -0.324 1.699 0.72
H 1.546 -4.872 -4.676 0.38
C 0.966 0.093 -0.783 0.39
H 1.087 3.654 1.111 0.46
C 0.376 -1.541 -2.569 -0.47
H 0.111 -2.756 -4.331 0.37
H 3.117 -4.954 -3.845 0.37
H -0.707 3.337 2.627 0.42
C -6.456 -0.284 1.584 -1.28
C 1.920 -3.273 -3.278 1.25
H -3.443 1.861 0.516 0.20
O -1.447 0.930 -0.958 -0.60
S -1.619 -2.286 -0.455 -0.36
H 0.962 3.261 -0.609 0.32
H -2.049 -0.150 3.364 0.46
C -1.452 3.168 1.837 -1.84
H 2.001 -0.878 1.567 0.23
H -6.838 -1.275 1.319 0.29
C 5.546 2.086 2.221 -1.57
H 2.655 2.089 -1.457 0.46
C 2.559 -0.021 1.199 0.17
H 2.864 -3.792 -5.156 0.31
C -0.739 2.637 0.609 2.15
C -0.510 -3.375 0.202 0.96
C 0.392 3.591 0.265 -2.21
C -1.691 2.307 -0.658 1.80
C 0.086 -2.872 1.364 -0.79
C 4.009 2.141 0.230 -1.05
H 4.562 3.011 -0.130 0.34
H 0.786 -3.498 1.920 0.41
C -0.217 -4.681 -0.415 -1.25
H 0.822 0.815 -1.609 0.26
C 2.918 1.655 -0.489 -0.76
H 6.113 1.286 2.707 0.38
B -0.435 0.441 -0.058 1.44
H -4.678 0.195 3.780 0.37
O -0.196 1.384 0.996 -0.22
C 2.382 -4.276 -4.293 -1.65
C 1.205 -1.207 -1.475 0.40
C -0.292 -1.590 1.697 -1.66
H 4.013 -0.086 2.790 0.38
C 2.680 -3.030 -2.135 -1.33
H 2.941 -1.863 -0.359 0.42
H 0.038 -1.065 2.592 0.60
C 4.404 1.532 1.422 0.94
C -1.205 -0.941 0.772 1.04
H 0.204 -5.345 0.347 0.39
H -0.365 2.991 -2.274 0.28
C -2.827 -0.240 2.613 -0.57
H -1.939 4.122 1.621 0.35
H -3.748 2.111 -1.212 0.45
H -0.522 -0.946 -2.755 0.33
H 3.585 -3.616 -1.953 0.27
C -4.228 -0.086 2.833 -0.70
C 2.155 0.590 0.013 0.61
S -3.975 -0.778 0.368 -0.18
H -1.127 -5.116 -0.843 0.38
H 6.219 2.663 1.579 0.38
H -2.182 2.449 2.221 0.25
H -6.760 0.420 0.800 0.29
H 0.003 4.600 0.069 0.45
H -1.583 4.190 -1.728 0.37
H 0.523 -4.572 -1.218 0.12
```